Molecular formula: C10H14MoN3O4
Method: DFT, ωB97M-V/def2-TZVPD

Total charge = +3
HOMO level (spin up / spin down) = -19.51 / -19.52 eV
⟨S²⟩ = 2.031
Total energy = -921.59741 hartree
Frontier orbital gap (spin up / spin down) = 5.521 / 5.491 eV
Spin multiplicity = 3

Geometry as XYZ:
```
32
C10H14MoN3O4 (ωB97M-V/def2-TZVPD)
Mo -0.241 0.325 0.920
N -2.238 0.658 1.782
C -2.694 -0.747 1.937
C -3.188 -1.297 0.605
C -2.105 -1.331 -0.464
N -1.611 0.045 -0.789
H -2.187 1.086 2.719
H -2.986 1.198 1.315
H -3.499 -0.819 2.684
H -1.829 -1.354 2.322
H -4.048 -0.711 0.251
H -3.555 -2.318 0.752
H -2.508 -1.811 -1.365
H -1.235 -1.944 -0.127
H -2.436 0.631 -1.012
H -1.129 -0.019 -1.702
O 0.916 1.630 0.641
C 2.152 1.860 0.893
C 2.886 0.904 1.637
C 4.237 1.168 2.004
C 4.963 0.198 2.647
C 4.437 -1.051 2.973
C 3.092 -1.296 2.725
C 2.305 -0.345 2.068
O 1.007 -0.556 1.820
N 6.423 0.512 3.033
O 6.632 1.673 3.140
O 7.094 -0.450 3.172
H 2.611 2.789 0.542
H 4.686 2.127 1.770
H 5.070 -1.818 3.403
H 2.645 -2.235 3.030
```

Molecular formula: C10H14N2O2
Method: DFT, ωB97M-V/def2-TZVPD

HOMO level = -9.03 eV
ΔE to the lowest compared entry with this formula, charge and spin = 315.4 kJ/mol
Total energy = -649.28043 hartree
Structure (SMILES) = Cc1noc([C@H](C#CO)C(C)(C)C)n1
Frontier orbital gap = 9.450 eV
Spin multiplicity = 1

Geometry as XYZ:
```
28
C10H14N2O2 (ωB97M-V/def2-TZVPD)
C 4.137 -1.334 0.186
C 2.645 -1.558 0.484
N 2.231 -2.436 1.367
O 0.868 -2.286 1.395
C 0.597 -1.247 0.525
C -0.853 -0.826 0.385
C -1.177 -1.603 -0.823
C -1.264 -2.568 -1.576
O -1.708 -3.405 -2.446
C -1.092 0.705 0.299
C -0.781 1.333 1.653
C -2.603 0.908 0.107
C -0.347 1.191 -0.964
N 1.655 -0.879 -0.110
H 4.209 -0.284 0.344
H 4.624 -1.947 0.986
H 4.277 -1.660 -0.805
H -1.446 -1.268 1.221
H -1.970 -4.224 -2.150
H 0.089 0.826 2.201
H -1.710 1.235 2.213
H -0.460 2.373 1.465
H -3.054 0.134 -0.573
H -2.915 1.952 -0.244
H -3.227 0.693 0.995
H -0.715 0.635 -1.738
H -0.194 2.284 -1.071
H 0.738 0.921 -0.876
```

Molecular formula: C10H14N2PSr
Method: DFT, ωB97M-V/def2-TZVPD

Total charge = -1
HOMO level (spin up / spin down) = -1.42 / -1.52 eV
ΔE to the lowest compared entry with this formula, charge and spin = 3.4 kJ/mol
Total energy = -870.91591 hartree
Frontier orbital gap (spin up / spin down) = 3.757 / 4.262 eV
Spin multiplicity = 1

Geometry as XYZ:
```
28
C10H14N2PSr (ωB97M-V/def2-TZVPD)
C 1.219 1.102 0.395
C 2.187 1.022 1.439
C 1.853 1.994 2.423
C 0.694 2.697 1.983
C 0.283 2.151 0.732
Sr -1.915 -0.197 -1.151
P 0.259 -1.975 -2.317
H 1.231 0.533 -0.540
H 3.041 0.346 1.471
H 2.398 2.180 3.345
H -0.533 2.518 0.097
H 0.210 3.522 2.505
H 0.370 -3.387 -2.080
H 1.674 -1.726 -2.270
H 0.199 -2.101 -3.751
N -2.151 0.391 2.365
C -2.757 -0.801 2.035
C -3.847 -1.334 2.728
C -4.503 -2.428 2.164
C -4.025 -3.003 0.981
C -2.903 -2.465 0.376
N -2.324 -1.327 0.861
H -1.185 0.533 2.073
H -2.377 0.796 3.263
H -4.163 -0.846 3.653
H -5.387 -2.840 2.651
H -4.520 -3.863 0.529
H -2.385 -2.925 -0.474
```

Molecular formula: C10H14N2PTc
Method: DFT, ωB97M-V/def2-TZVPD

Total charge = +1
HOMO level (spin up / spin down) = -10.09 / -12.08 eV
⟨S²⟩ = 3.784
Total energy = -920.66928 hartree
Frontier orbital gap (spin up / spin down) = 6.351 / 7.704 eV
Spin multiplicity = 4

Geometry as XYZ:
```
28
C10H14N2PTc (ωB97M-V/def2-TZVPD)
C 0.970 0.807 -2.286
C 0.104 0.600 -3.389
C -0.424 -0.691 -3.640
C -0.426 -1.603 -2.590
C 0.182 -1.289 -1.356
Tc -0.574 0.474 -1.160
P 0.109 2.474 -0.249
H 1.800 1.526 -2.270
H -0.012 1.337 -4.205
H -0.833 -0.970 -4.614
H 0.333 -2.175 -0.734
H -0.862 -2.594 -2.690
H -0.628 3.361 0.574
H 0.514 3.471 -1.154
H 1.290 2.479 0.527
N 1.715 -1.168 1.014
C 0.516 -0.836 1.589
C 0.344 -1.197 2.941
C -0.692 -0.662 3.677
C -1.540 0.244 3.038
C -1.419 0.467 1.677
N -0.439 -0.116 0.919
H 1.841 -1.199 0.010
H 2.335 -1.794 1.514
H 1.049 -1.914 3.349
H -0.840 -0.949 4.715
H -2.304 0.759 3.610
H -2.109 1.161 1.184
```

Molecular formula: C10H14N3O5Ti
Method: DFT, ωB97M-V/def2-TZVPD

Total charge = +3
HOMO level (spin up / spin down) = -19.58 / -19.55 eV
ΔE to the lowest compared entry with this formula, charge and spin = 119.4 kJ/mol
Total energy = -1778.01058 hartree
Frontier orbital gap (spin up / spin down) = 4.243 / 4.153 eV
Spin multiplicity = 1

Geometry as XYZ:
```
33
C10H14N3O5Ti (ωB97M-V/def2-TZVPD)
O 0.275 -0.357 -3.729
C -0.375 0.400 -3.016
Ti 0.334 1.444 -1.486
C -2.485 1.585 -2.458
O -1.635 2.080 -1.575
C -2.025 0.616 -3.373
O -2.504 -0.021 -4.295
C 1.696 2.231 -2.586
O 2.543 2.689 -3.260
C -3.955 1.728 -2.529
O -4.655 2.364 -1.760
H -4.267 1.092 -3.430
C 3.325 -0.543 1.522
N 1.929 -0.792 1.849
C 1.662 -1.761 2.903
C 0.974 -0.373 0.994
N 1.354 0.280 -0.115
N -0.332 -0.619 1.257
C -0.896 -0.523 2.597
C -1.316 -0.678 0.184
H 3.930 -0.942 2.339
H 3.518 0.534 1.435
H 3.624 -1.045 0.589
H 1.296 -1.273 3.817
H 0.942 -2.524 2.580
H 2.608 -2.251 3.147
H 2.379 0.277 -0.182
H -0.259 0.071 3.265
H -1.870 -0.021 2.532
H -1.064 -1.519 3.030
H -1.906 0.249 0.127
H -0.834 -0.895 -0.780
H -2.011 -1.502 0.407
```

Molecular formula: C10H14N5
Method: DFT, ωB97M-V/def2-TZVPD

Total charge = +1
HOMO level = -11.40 eV
ΔE to the lowest compared entry with this formula, charge and spin = 457.6 kJ/mol
Total energy = -662.84057 hartree
Structure (SMILES) = C1=C/C2=[NH+]/[C@H]3NCN[C@@H]3CN/C=N\C2=C1
Frontier orbital gap = 6.568 eV
Spin multiplicity = 1

Geometry as XYZ:
```
29
C10H14N5 (ωB97M-V/def2-TZVPD)
C -1.258 3.562 -1.062
C -0.795 3.178 0.272
C -0.477 1.847 0.251
N 0.230 1.076 1.077
C 1.138 0.077 0.596
N 2.272 -0.308 1.433
C 2.331 -1.792 1.483
N 0.935 -2.080 1.478
C 0.302 -1.192 0.522
C 0.038 -1.917 -0.916
N -1.374 -2.010 -1.086
C -2.123 -0.941 -1.177
N -1.654 0.226 -1.307
C -1.068 1.381 -1.150
C -1.200 2.529 -1.916
H -1.347 4.575 -1.339
H -0.695 3.971 1.073
H 0.433 1.302 2.036
H 1.641 0.148 -0.424
H 2.455 0.148 2.358
H 2.946 -2.174 2.369
H 2.935 -2.128 0.547
H 0.530 -2.991 1.682
H -0.630 -0.898 0.881
H 0.435 -1.165 -1.554
H 0.571 -2.917 -0.811
H -1.966 -2.929 -1.105
H -3.191 -1.085 -1.209
H -1.414 2.507 -3.001
```

Molecular formula: C10H14NO
Method: DFT, ωB97M-V/def2-TZVPD

Total charge = +1
HOMO level = -12.58 eV
ΔE to the lowest compared entry with this formula, charge and spin = 357.8 kJ/mol
Total energy = -519.08323 hartree
Frontier orbital gap = 8.097 eV
Spin multiplicity = 1

Geometry as XYZ:
```
26
C10H14NO (ωB97M-V/def2-TZVPD)
C 3.433 0.471 0.102
C 3.249 -0.834 -0.199
C 2.396 1.427 0.278
C 1.911 -1.267 -0.232
C 1.137 0.956 0.084
C -2.624 0.400 -0.739
C -2.146 0.996 0.662
C -1.562 -0.207 -1.469
C -1.240 -0.091 1.235
C -0.432 -0.887 0.243
N 0.918 -0.389 0.039
O -0.480 -2.307 0.410
H 4.474 0.840 0.245
H 4.115 -1.458 -0.510
H 2.663 2.458 0.503
H 1.884 -2.329 -0.483
H 0.178 1.498 -0.002
H -3.532 -0.329 -0.654
H -3.026 1.265 -1.331
H -1.680 1.963 0.512
H -2.971 1.282 1.223
H -1.821 -1.177 -2.174
H -0.884 0.476 -1.957
H -0.657 0.539 1.959
H -1.877 -0.768 2.011
H -1.428 -2.529 0.241
```

Molecular formula: C10H14NO2
Method: DFT, ωB97M-V/def2-TZVPD

Total charge = +1
HOMO level = -13.11 eV
ΔE to the lowest compared entry with this formula, charge and spin = 582.0 kJ/mol
Total energy = -594.24204 hartree
Frontier orbital gap = 8.274 eV
Spin multiplicity = 1

Geometry as XYZ:
```
27
C10H14NO2 (ωB97M-V/def2-TZVPD)
C -2.710 -0.861 0.171
C -0.923 1.125 -0.490
C -1.773 -1.716 -0.443
C -0.536 -1.983 0.471
C 1.740 1.867 -0.268
C 2.378 0.514 -0.702
C 0.763 1.690 0.890
C 1.318 -0.592 -0.918
C -0.282 0.590 0.595
C 0.483 -0.790 0.373
N -3.777 -0.570 0.575
O -1.402 1.549 -1.417
O -4.623 -0.006 1.178
H -2.310 -2.618 -0.718
H -1.293 -1.228 -1.350
H -0.984 -1.928 1.575
H 0.066 -2.909 0.220
H 2.459 2.585 0.193
H 1.176 2.254 -1.100
H 2.873 0.691 -1.699
H 3.041 0.305 0.133
H 1.225 1.400 1.774
H 0.502 2.819 1.183
H 0.597 -0.247 -1.617
H 1.778 -1.610 -1.241
H -0.957 0.601 1.408
H 1.175 -0.934 1.222
```

Molecular formula: C10H14O2
Method: DFT, ωB97M-V/def2-TZVPD

HOMO level = -8.54 eV
ΔE to the lowest compared entry with this formula, charge and spin = 355.8 kJ/mol
Total energy = -539.79015 hartree
Frontier orbital gap = 8.919 eV
Spin multiplicity = 1

Geometry as XYZ:
```
26
C10H14O2 (ωB97M-V/def2-TZVPD)
C 0.943 1.388 -1.064
C -0.175 1.573 -0.391
C 1.888 0.340 -0.788
C 0.762 0.222 1.674
C -0.372 0.529 0.708
C 1.247 -0.779 0.647
C -0.185 -0.930 0.099
C -1.247 2.556 -0.696
C -0.967 -1.929 0.991
C -0.721 -1.172 -1.382
O 2.972 0.106 -1.253
O 2.154 -1.791 0.980
H 1.086 2.077 -1.804
H 1.367 1.118 1.812
H 0.505 -0.209 2.545
H -1.454 0.542 1.122
H -1.065 3.328 -1.521
H -1.590 2.950 0.167
H -2.024 2.067 -1.112
H -0.797 -1.794 2.019
H -0.756 -2.940 1.003
H -2.121 -1.969 0.760
H -0.677 -2.266 -1.582
H -0.026 -0.538 -2.031
H -1.749 -0.891 -1.443
H 3.002 -1.586 0.541
```

Molecular formula: C10H14O2
Method: DFT, ωB97M-V/def2-TZVPD

HOMO level = -9.28 eV
ΔE to the lowest compared entry with this formula, charge and spin = 98.1 kJ/mol
Total energy = -539.88830 hartree
Structure (SMILES) = C1COCCO1.c1ccccc1
Frontier orbital gap = 10.255 eV
Spin multiplicity = 1

Geometry as XYZ:
```
26
C10H14O2 (ωB97M-V/def2-TZVPD)
C 0.828 0.147 1.673
C 0.785 1.637 1.405
O 1.302 1.931 0.112
C 2.634 1.439 0.012
C 2.676 -0.052 0.280
O 2.159 -0.346 1.574
H 0.172 -0.385 0.957
H 0.471 -0.088 2.695
H 1.366 2.176 2.178
H -0.252 2.021 1.435
H 2.991 1.673 -1.009
H 3.290 1.970 0.728
H 2.095 -0.591 -0.492
H 3.714 -0.436 0.250
C -2.864 -1.470 -0.015
C -2.875 -0.095 -0.258
C -2.031 0.450 -1.226
C -1.175 -0.380 -1.951
C -1.163 -1.754 -1.709
C -2.008 -2.299 -0.741
H -3.528 -1.898 0.746
H -3.549 0.557 0.313
H -2.040 1.531 -1.416
H -0.511 0.049 -2.713
H -0.490 -2.406 -2.280
H -1.999 -3.380 -0.550
```

Molecular formula: C10H14O3S2
Method: DFT, ωB97M-V/def2-TZVPD

HOMO level = -8.39 eV
ΔE to the lowest compared entry with this formula, charge and spin = 355.8 kJ/mol
Total energy = -1411.31994 hartree
Frontier orbital gap = 7.633 eV
Spin multiplicity = 1

Geometry as XYZ:
```
29
C10H14O3S2 (ωB97M-V/def2-TZVPD)
C 1.017 -0.973 -0.165
C 0.371 -0.531 -1.095
C -2.113 0.966 0.017
C -2.378 0.320 -1.068
C 3.036 -2.353 0.270
C -2.127 1.391 2.443
C 1.875 -1.504 0.862
C -0.335 -0.080 -2.281
C -1.461 1.815 1.142
C -1.876 -0.498 -2.135
O 1.678 1.851 0.810
O -3.698 -1.239 0.611
O 1.936 1.821 -1.657
S 2.310 1.262 -0.368
S -3.819 0.151 0.104
H 3.764 -2.317 1.071
H 3.438 -1.572 -0.527
H 2.717 -3.327 -0.180
H -1.867 2.087 3.271
H -1.972 0.247 2.569
H -3.174 1.468 2.211
H 1.212 -2.158 1.383
H 2.207 -0.835 1.566
H -0.291 1.041 -2.528
H 0.102 -0.563 -3.150
H -0.398 1.513 1.114
H -1.543 2.889 1.167
H -1.990 -1.474 -1.794
H -2.558 -0.296 -3.100
```

Molecular formula: C10H14O3S2
Method: DFT, ωB97M-V/def2-TZVPD

HOMO level = -8.82 eV
ΔE to the lowest compared entry with this formula, charge and spin = 0.0 kJ/mol
Total energy = -1411.45545 hartree
Structure (SMILES) = CS[C@@H]([C@H](O)c1ccccc1)S(C)(=O)=O
Frontier orbital gap = 9.387 eV
Spin multiplicity = 1

Geometry as XYZ:
```
29
C10H14O3S2 (ωB97M-V/def2-TZVPD)
C 1.509 2.896 -0.009
S 0.205 1.640 -0.240
C 0.976 0.290 0.504
C -0.102 -0.889 0.993
O 0.433 -2.141 0.819
C -1.463 -0.628 0.295
C -2.542 -0.086 1.015
C -3.667 0.305 0.366
C -3.779 0.265 -1.014
C -2.753 -0.309 -1.744
C -1.582 -0.688 -1.138
S 2.254 -0.390 -0.610
C 3.332 -1.422 0.440
O 1.570 -1.152 -1.658
O 3.160 0.684 -0.942
H 1.149 3.852 -0.321
H 2.467 2.675 -0.450
H 1.544 2.935 1.118
H 1.498 0.564 1.495
H -0.222 -0.846 2.109
H 0.742 -2.305 -0.129
H -2.303 -0.038 2.029
H -4.641 0.523 1.092
H -4.793 0.470 -1.521
H -2.832 -0.459 -2.797
H -0.825 -1.159 -1.740
H 2.884 -1.348 1.403
H 3.488 -2.505 0.202
H 4.292 -0.734 0.433
```